DFT (ωB97M-V with the def2-TZVPD basis set) results for a gas-phase ion, C4H6N5 (charge +1) in a non-equilibrium geometry.

LUMO energy (alpha / beta), eV: -6.389 / -6.456
Spin multiplicity: 1
SMILES: C1=N\C=N/N=C\C\[NH+]=N/1
HOMO-LUMO gap (alpha / beta), eV: 7.2 / 7.8
Relative energy (zero: lowest compared OMol25 entry of this formula, charge and spin), kcal/mol: 146.9
E_HOMO (alpha / beta), eV: -13.61 / -14.26
Net charge: +1

Geometry (Å):
1 C -0.483 -2.042 0.467
2 N 0.087 -1.687 1.592
3 C 0.245 -0.649 2.380
4 N 0.801 0.507 2.047
5 N 1.294 0.810 0.953
6 C 1.257 0.853 -0.278
7 C -0.235 0.627 -1.210
8 N -1.280 0.034 -0.514
9 N -1.197 -1.280 -0.302
10 H -0.460 -3.127 0.409
11 H 0.025 -0.984 3.399
12 H 2.127 1.214 -0.992
13 H -0.534 1.697 -1.595
14 H 0.377 -0.017 -1.833
15 H -1.893 0.568 0.023

Atom charges from the natural (NBO) analysis, given in e for atoms 1 to 2: number 1, C, carries 0.296; number 2, N, carries -0.452

DFT (ωB97M-V with the def2-TZVPD basis set) results for 2 unconnected molecules or ions with the total composition C4H6N9 in a non-equilibrium geometry.

LUMO energy, eV: -5.433
Spin multiplicity: 1
HOMO-LUMO gap, eV: 8.8
Relative energy (zero: lowest compared OMol25 entry of this formula, charge and spin), kcal/mol: 36.1
E_HOMO, eV: -14.23
Net charge: +1

Geometry (Å):
1 C 0.522 -2.132 0.099
2 C -0.660 -1.244 0.336
3 C -0.739 -0.337 -0.843
4 C 0.458 0.177 -1.355
5 N 0.894 -3.241 0.663
6 N 1.998 -3.657 0.120
7 N 2.435 -2.808 -0.737
8 N -1.385 -1.304 1.365
9 N 0.777 0.764 3.129
10 N 1.287 0.540 0.897
11 N 1.032 0.769 1.964
12 N 1.485 -1.804 -0.785
13 N 1.492 -0.601 -1.417
14 H -1.011 -1.015 -1.608
15 H -1.693 0.254 -0.952
16 H 0.413 1.305 -1.634
17 H -2.199 -0.781 1.604
18 H 1.225 1.411 3.876
19 H 2.432 -0.140 -1.662

Atom charges from the natural (NBO) analysis, given in e for atoms 1 to 2: number 1, C, carries 0.257; number 2, C, carries 0.268

DFT (ωB97M-V with the def2-TZVPD basis set) results for a gas-phase ion, C4H6NO (charge +1) in a non-equilibrium geometry.

LUMO energy, eV: -4.270
Spin multiplicity: 1
SMILES: [NH3+][C@]1(O)C2=C[C@H]21
HOMO-LUMO gap, eV: 9.4
Relative energy (zero: lowest compared OMol25 entry of this formula, charge and spin), kcal/mol: 96.5
E_HOMO, eV: -13.63
Net charge: +1

Geometry (Å):
1 N -1.442 -0.628 -0.337
2 C -0.217 0.170 -0.276
3 O -0.645 1.576 -0.264
4 C 0.984 -0.246 -1.028
5 C 1.862 0.229 -0.029
6 C 0.796 -0.148 0.728
7 H -1.756 -1.044 0.569
8 H -1.251 -1.407 -0.988
9 H -2.110 0.095 -0.613
10 H -0.057 1.935 0.396
11 H 2.866 0.318 0.212
12 H 0.972 -0.850 1.629

Atom charges from the natural (NBO) analysis, given in e for atoms 1 to 2: number 1, N, carries -0.698; number 2, C, carries 0.255

DFT (ωB97M-V with the def2-TZVPD basis set) results for 2 unconnected molecules or ions with the total composition C4H6NO in a non-equilibrium geometry.

LUMO energy, eV: -5.707
Spin multiplicity: 1
HOMO-LUMO gap, eV: 11.2
Relative energy (zero: lowest compared OMol25 entry of this formula, charge and spin), kcal/mol: 71.8
E_HOMO, eV: -16.91
Net charge: +1

Geometry (Å):
1 C -3.750 -0.467 0.441
2 C 1.118 0.423 0.376
3 C 0.268 -0.731 0.432
4 C 1.937 0.663 -0.852
5 N -2.706 -0.763 0.184
6 O 1.263 -0.936 1.077
7 H -4.817 -0.185 0.453
8 H 1.004 1.287 1.129
9 H -0.603 -1.336 0.203
10 H 2.411 1.630 -0.842
11 H 1.224 0.577 -1.659
12 H 2.650 -0.163 -0.941

Atom charges from the natural (NBO) analysis, given in e for atoms 1 to 2: number 1, C, carries 0.175; number 2, C, carries 0.053

DFT (ωB97M-V with the def2-TZVPD basis set) results for 2 unconnected molecules or ions with the total composition C4H6NO in a non-equilibrium geometry.

LUMO energy (alpha / beta), eV: -7.443 / -8.848
Spin multiplicity: 1
HOMO-LUMO gap (alpha / beta), eV: 6.9 / 4.6
Relative energy (zero: lowest compared OMol25 entry of this formula, charge and spin), kcal/mol: 176.7
E_HOMO (alpha / beta), eV: -14.30 / -13.42
Net charge: +1

Geometry (Å):
1 C -0.593 -1.271 1.026
2 C -2.212 0.887 -0.164
3 C -1.278 -0.305 0.142
4 C 3.027 0.198 -0.573
5 N 0.170 -0.415 0.482
6 O -2.024 -0.315 -0.988
7 H -0.769 -2.020 1.682
8 H -3.105 0.809 0.401
9 H -1.884 1.814 -0.481
10 H 3.578 -0.756 -0.599
11 H 2.699 0.660 0.372
12 H 2.393 0.715 -1.301

Atom charges from the natural (NBO) analysis, given in e for atoms 1 to 2: number 1, C, carries 0.152; number 2, C, carries -0.097

DFT (ωB97M-V with the def2-TZVPD basis set) results for a gas-phase ion, C4H6NO2 (charge +1) in a non-equilibrium geometry.

LUMO energy (alpha / beta), eV: -7.297 / -7.294
Spin multiplicity: 1
HOMO-LUMO gap (alpha / beta), eV: 6.1 / 6.1
Relative energy (zero: lowest compared OMol25 entry of this formula, charge and spin), kcal/mol: 104.9
E_HOMO (alpha / beta), eV: -13.39 / -13.39
Net charge: +1

Geometry (Å):
1 C -1.496 -0.902 -0.039
2 C -2.400 0.294 -0.049
3 C -3.722 0.293 -0.009
4 C 1.773 0.647 0.028
5 N 0.409 0.460 0.029
6 O -4.865 0.300 0.019
7 O -0.088 -0.716 -0.030
8 H -1.684 -1.544 0.838
9 H -1.658 -1.551 -0.916
10 H -1.919 1.263 -0.096
11 H 1.985 1.350 -0.795
12 H 2.400 -0.244 -0.021
13 H 2.004 1.264 0.913

Atom charges from the natural (NBO) analysis, given in e for atoms 1 to 2: number 1, C, carries -0.086; number 2, C, carries -0.643

Which value of relative energy (zero: lowest compared OMol25 entry of this formula, charge and spin) does entry 1 give? 146.9 kcal/mol

Look up the relative energy (zero: lowest compared OMol25 entry of this formula, charge and spin) of the third one. 96.5 kcal/mol